C21H40P2Tc | ωB97M-V with the def2-TZVPD basis set

Computed properties:
HOMO energy (alpha / beta): -14.0 / -14.1 eV
LUMO level (alpha / beta): -8.04 / -8.13 eV
ΔE to the lowest compared entry with this formula, charge and spin: 80.7 kcal per mole
charge: +2
2S+1: 4

Element x y z (Å)
Tc -1.73730 -1.61794 -2.72376
P -0.87126 -2.89794 -4.18008
P -1.06208 0.20611 -4.44572
C -2.19924 -4.16531 -4.17964
C -0.37949 1.07141 1.82814
C 0.29856 3.62991 -1.74476
C 0.73836 1.16486 -2.19440
C -0.36814 -0.85023 -5.87437
C 3.59859 3.15759 -2.00328
C -1.25065 -2.08193 -5.82476
C -1.62248 -0.74416 2.88740
C -0.93601 -0.79506 0.38628
C -1.13623 -1.01626 -0.83699
C 1.39806 4.19957 -1.21523
C -0.53634 -3.29669 -1.72574
C -2.58421 1.08195 -5.04792
C 0.76666 -3.71079 -4.40779
C 2.92284 2.31483 -3.01768
C 0.72831 -1.10754 2.20943
C 2.61443 3.40921 -0.78537
C -0.05845 1.80268 -5.25335
C 2.24207 1.25029 -2.53642
C -0.59160 -0.43709 1.81198
C -0.09332 2.23810 -1.43170
H 0.35107 2.53605 -4.53687
H -1.28586 1.59900 1.50293
H 1.06886 -0.68472 3.16830
H 1.46218 5.30089 -1.17489
H -0.11646 1.38808 2.84805
H -3.39259 0.34535 -5.05318
H -1.30697 -0.27205 3.82860
H 2.56950 0.21128 -2.72939
H 0.57069 0.24972 -1.62427
H 0.45354 -3.07800 -1.26997
H -0.71319 2.40672 -5.90592
H 3.04100 2.43710 -4.09815
H 3.90091 4.12073 -2.41875
H 1.50398 -0.94236 1.45199
H -0.32714 -4.30275 -2.14811
H 1.40406 -3.19586 -5.13523
H -0.08200 1.95390 -0.35744
H 1.28113 -3.72309 -3.43707
H -2.57229 -4.28147 -3.14505
H 3.19194 3.92584 0.00556
H 0.60396 -2.19084 2.32199
H -1.09585 -2.80251 -6.63174
H 2.23827 2.44780 -0.38798
H -1.23106 -3.49113 -0.88991
H -0.41786 -0.30763 -6.83450
H -2.59802 -0.34649 2.62247
H -3.02254 -3.83726 -4.80841
H 0.43680 1.35354 1.15343
H 4.45079 2.57232 -1.59961
H -1.12568 2.09604 -1.79773
H -1.71400 -1.81185 3.06123
H -1.70762 -5.06856 -4.54534
H 0.23748 1.01481 -3.16950
H 0.65387 -4.75316 -4.75080
H -2.31798 -1.79192 -5.76699
H 0.77893 1.52694 -5.91400
H -0.50278 4.20352 -2.22862
H -2.45846 1.52652 -6.05041
H 0.70039 -1.03750 -5.66097
H -2.79397 1.89164 -4.33333

---

C21H41BO10Si2 | ωB97M-V with the def2-TZVPD basis set

Computed properties:
HOMO energy: -8.6 eV
LUMO level: 0.33 eV
charge: 0

Element x y z (Å)
Si 1.69319 -1.52931 -1.41950
Si -1.14711 -1.18156 -1.64523
O -2.76394 -1.87060 0.84787
O -3.71812 -3.94435 0.02056
O -8.01409 -2.20111 -0.64204
O -9.96922 -1.45797 -0.07901
O -0.87630 -0.54232 -3.20870
O 4.60750 5.84307 1.23521
O -8.54589 -2.10337 1.56003
O 0.12949 -2.13839 -1.05444
O 6.01497 4.11600 1.66392
O 4.31274 3.97610 0.17858
C -6.84153 -4.21409 0.08226
C 0.07134 3.92960 -0.64553
C 4.76046 2.66163 -0.15017
C 5.07033 4.59597 1.08904
C 5.33042 6.66822 2.15681
C 1.94052 0.62799 0.54189
C 4.13221 -2.58694 -2.57936
C 1.27234 1.59062 -0.32071
C -8.81079 -1.93375 0.39670
C -10.95493 -1.22474 0.92629
C 2.77186 -3.03759 -1.91952
C -6.73290 -2.75670 -0.31502
C 2.91389 -4.04144 -0.70656
C 0.77677 2.84292 0.24788
C -2.71402 -2.28221 -1.77184
C 2.52743 -0.74942 0.10115
C 1.57521 2.20105 2.52011
C 0.90498 3.18269 1.66833
C 6.64785 7.13521 1.56951
C 2.09799 0.96739 1.96961
C 4.07036 -3.71158 0.32438
B -3.08277 -2.69879 -0.25206
H -3.11047 -4.65231 -0.26168
H -3.39780 -2.15147 1.53841
H -6.24839 -2.16181 0.46354
H -5.85464 -4.63964 0.24919
H 5.47491 6.14421 3.10426
H 4.85832 -3.44093 -2.61602
H 1.94412 -3.97830 -0.12745
H -7.42580 -4.33670 0.99511
H -1.00453 4.05783 -0.36136
H 4.77444 -2.90742 0.00711
H -7.34787 -4.78620 -0.69892
H 3.65274 -0.72125 0.00774
H -10.57122 -0.57475 1.71285
H 3.59476 -3.34393 1.27949
H 2.61076 0.25412 2.65504
H 0.15434 3.68570 -1.73078
H 0.57767 4.90651 -0.40290
H 4.58017 -1.78280 -1.92562
H 7.31749 6.29618 1.37894
H -3.55900 -1.76400 -2.28887
H 4.00581 -2.12951 -3.59846
H 5.70718 2.71466 -0.69150
H 7.14924 7.82592 2.24946
H 1.14810 1.38751 -1.40829
H 2.33507 -1.45947 0.96028
H -2.44868 -3.23688 -2.31463
H 1.72460 2.41267 3.60045
H 0.51517 4.14610 2.07714
H -11.29258 -2.17415 1.34474
H 2.18014 -3.57443 -2.72038
H -6.12034 -2.67207 -1.21410
H 4.86248 2.04425 0.74264
H 1.64698 -0.57801 -2.53945
H 2.98501 -5.11482 -1.03316
H -1.39109 -0.03521 -0.75631
H -1.45837 0.23411 -3.28361
H 6.48240 7.63600 0.61305
H 4.58889 -4.67063 0.59236
H 4.01431 2.20802 -0.79961
H 4.69730 7.53319 2.35969
H -11.80184 -0.73254 0.45120

---

C21H41F3O10PS4 | ωB97M-V with the def2-TZVPD basis set

Computed properties:
HOMO energy: -5.0 eV
LUMO level: 1.42 eV
charge: -1

Element x y z (Å)
S -0.24748 3.47487 6.19709
S -2.07242 -5.32005 -0.27283
S 1.80785 -4.94216 -4.09557
S -0.63299 -0.05773 -0.01891
P -0.14440 5.70850 -1.13849
F 1.80105 5.04893 -3.12137
F 0.24113 3.57510 -2.83124
F 1.86194 3.72767 -1.40430
O -1.93245 0.28018 -0.54822
O 1.11239 5.83400 0.10379
O 0.51520 7.15171 -1.90656
O -0.42140 -0.06669 1.41395
O 2.67779 -5.14624 -5.22645
O 1.56529 -3.61331 -3.59168
O -0.48679 2.87329 7.48964
O -0.51880 4.87390 5.99233
O -0.98621 -4.44257 0.07739
O -1.94553 -6.26486 -1.35909
C 0.05655 1.89128 4.06411
C -4.64770 -5.17875 0.18368
C 2.31537 -5.99983 -2.74004
C 0.16028 -6.92217 -3.40225
C -4.03010 -5.64761 1.50832
C 1.76321 -0.08798 -1.05625
C 1.80533 9.15713 -1.20317
C -0.10997 -1.64305 -0.68795
C 1.00837 -6.55408 -2.17672
C 1.08731 7.90404 -0.88199
C 1.08277 -1.35162 -1.60143
C 1.01057 4.49295 -2.16106
C -3.56559 -4.36526 -0.51781
C 1.99352 6.86582 -0.20730
C 1.30187 1.76640 4.95065
C 1.69185 10.25548 -0.43331
C -2.63449 -6.20075 1.19356
C 0.22547 -5.74700 -4.38099
C -1.05945 2.48395 4.93290
C 0.65046 0.91989 -0.78747
C 1.42891 3.09219 5.69274
H 0.93374 1.73187 -0.12253
H 0.34895 8.15572 -0.09730
H 0.73817 -1.17287 -2.62032
H 2.93864 -6.78639 -3.16546
H -4.91865 -6.04293 -0.42711
H -0.64054 4.54000 -0.46169
H 2.19369 1.55231 4.36322
H 0.26970 2.55870 3.22765
H -0.24186 0.93508 3.64190
H 2.49347 0.31559 -1.75561
H 1.76002 3.89389 5.03290
H -3.41501 -3.39752 -0.03852
H 0.57360 -7.81578 -3.87754
H 0.18703 -6.05994 -5.42151
H -3.94528 -4.79969 2.19000
H 0.25051 1.33133 -1.71337
H 0.16828 -2.27654 0.14946
H 2.28194 -0.32301 -0.12272
H -1.05519 6.53231 -0.38222
H -2.65973 -7.26024 0.94560
H 0.50099 -5.79276 -1.58367
H -3.72950 -4.23372 -1.58478
H 2.05920 3.04853 6.57811
H 2.46892 9.17748 -2.06812
H -4.64528 -6.40152 1.99722
H -0.86572 -7.13940 -3.12493
H -1.73551 3.12574 4.37364
H -1.91997 -6.02182 1.99293
H -0.95102 -2.08391 -1.21481
H 2.59487 7.23666 0.62750
H 1.75779 -2.20150 -1.63627
H 1.18381 -7.41659 -1.53450
H -5.54578 -4.58437 0.34251
H -1.07870 5.57502 -2.21507
H 2.71767 6.55781 -0.98148
H 2.58107 10.77923 -0.09244
H -0.55317 -5.01137 -4.18680
H 2.89098 -5.41288 -2.02753
H 1.16802 0.95433 5.66990
H 0.73625 10.69708 -0.17347
H -1.62509 1.71051 5.44954

---

C21H42Cl2I2NO7P | ωB97M-V with the def2-TZVPD basis set

Computed properties:
HOMO energy: -8.7 eV
LUMO level: -0.03 eV
charge: 0

Element x y z (Å)
I -4.36575 -1.98471 -1.99358
I 0.33178 -1.86941 -0.34235
Cl -4.70948 -1.92118 1.72548
Cl -4.86326 -5.75817 -0.09785
P -2.57104 -3.58769 0.55818
O 3.25017 2.69402 4.83429
O 3.60139 1.87584 -4.20937
O 0.17701 2.92064 4.87553
O 1.95358 4.21364 -6.61641
O 0.59146 2.39206 -4.54054
O 0.77151 0.20233 3.58824
O -1.97263 -7.13029 1.71253
N -2.32620 -4.87646 1.80938
C 2.55254 0.93236 -4.32759
C -0.10640 1.21585 3.13074
C 1.05817 3.72652 -4.43086
C -1.56400 -1.52306 -1.24248
C -6.72812 -4.10050 1.01201
C 1.07505 2.38361 5.83159
C -4.32358 -3.41039 0.95308
C -0.16866 -5.85263 0.92360
C -1.46963 -0.48302 -2.31853
C 4.37952 1.67812 -3.05204
C -1.55707 -6.03081 1.47985
C 1.65147 4.62323 -7.92949
C 0.39711 2.58623 3.51629
C 1.43492 1.45954 -5.19529
C 0.92393 4.53380 -5.70003
C 2.40597 3.09442 5.89774
C -5.27894 -4.29512 0.69508
C -1.98604 -4.38233 3.14391
C 0.13770 -1.05105 3.68122
C -2.60680 -2.24028 -0.84892
C 4.30937 3.59670 4.62015
H 2.23570 4.17771 5.86081
H 4.87869 0.70194 -3.06494
H 3.76706 1.75142 -2.14563
H 0.98209 5.60208 -5.44657
H 0.72789 4.15399 -8.28844
H 0.57912 2.53182 6.79301
H -0.70654 -1.02056 4.38124
H 2.88874 2.85169 6.85525
H -2.42057 -5.02425 3.91085
H 2.47594 4.31085 -8.56679
H 0.14873 -6.80278 0.50009
H -1.33797 -0.96050 -3.29051
H 1.44810 2.70121 3.24172
H -7.10733 -3.24988 0.44568
H 1.54450 5.71254 -7.99565
H -0.05846 4.33738 -6.14758
H -1.10755 1.07103 3.55522
H -0.10630 -5.08823 0.15504
H 0.87333 -1.76587 4.04673
H 4.88391 3.23089 3.77175
H 0.78476 0.61478 -5.43450
H 3.93412 4.60044 4.38820
H -2.41304 -3.38897 3.28508
H -0.61040 0.16424 -2.16272
H -0.18398 1.16093 2.03529
H 1.82784 1.86119 -6.13175
H 1.22033 1.31114 5.68437
H -2.36443 0.13453 -2.32866
H -0.90606 -4.33556 3.31642
H 2.14525 0.69207 -3.33818
H -2.18316 -4.49823 -0.43672
H -6.85566 -3.91466 2.07705
H 2.08551 3.76016 -4.06173
H -7.29150 -4.98303 0.72911
H -0.18457 3.31636 2.94942
H 4.96794 3.65802 5.49481
H 0.51894 -5.58978 1.72662
H -0.22140 -1.37634 2.69813
H 2.94802 0.00930 -4.77464
H -1.75919 -2.69826 1.28152
H 5.13572 2.46010 -3.03008
H 0.41085 4.18729 -3.68185

---

E, respectively: -43175.8967, -59354.6316, -103696.9949, -88809.7815 eV.